Entry 1:
Here is a 7-piece molecular cluster, C24H50NO19 overall at a distorted geometry from OMol25. Energies are from the ωB97M-V functional and the def2-TZVPD basis.

Summary:
Total charge: -1
Frontier orbital gap in eV: 3.659
F_max in eV/A: 1.6
DFT total energy in hartree: -2428.719878
E_HOMO in eV: -1.6213

```
94
Properties=species:S:1:pos:R:3:forces:R:3:lowdin_charge:R:1
O -2.8788 3.3463 -1.9639 -0.092 0.138 -0.032 0.00
O 2.3240 -1.6784 2.1537 1.059 -0.859 -0.476 -0.37
O -5.9410 -3.4888 5.8139 -0.207 0.033 0.294 0.12
O -2.0405 0.0860 -6.4566 0.009 0.005 -0.075 0.01
O 3.5971 3.2995 -5.1852 0.065 0.126 -0.171 -0.01
O 4.4284 2.4663 -3.3750 0.104 0.067 -0.067 0.00
O 3.4638 -3.8718 6.7423 -0.132 -0.312 0.261 0.12
O -4.6798 2.1944 -2.2848 -0.157 0.054 -0.047 0.00
O -2.7722 1.1128 -1.7407 0.016 -0.444 -0.042 0.13
O -4.9900 -2.8750 3.8619 -0.029 -0.021 -0.048 0.01
O 2.6541 5.8976 -1.2918 -0.059 -0.006 -0.137 0.01
O 4.3153 -2.1798 5.5166 0.100 -0.152 0.286 0.01
O -4.8390 -4.9326 4.4741 -0.001 -0.117 -0.021 0.01
O -2.9431 0.8652 -8.2518 0.013 0.069 -0.161 0.00
O 2.1903 2.5024 -3.6104 -0.487 0.011 0.023 0.13
O 4.1316 6.7119 0.2068 0.314 0.152 0.065 0.13
O -4.2880 0.0360 -6.6399 -0.360 -0.052 0.052 0.12
O 1.9935 6.2169 0.7321 -0.075 0.037 0.015 0.01
O 5.6053 -3.1759 6.9281 0.254 -0.076 0.174 -0.01
N 1.0858 -1.0020 1.8346 -1.245 0.266 -0.078 -0.15
C 2.4575 3.6351 -5.9741 -0.155 0.097 -0.258 -0.05
C -3.1997 0.3005 -7.0693 0.456 0.021 0.074 -0.63
C -0.7417 -1.5889 -0.3443 -1.051 -0.308 -0.206 -0.12
C 0.0144 -1.9570 2.1385 0.593 0.508 -0.016 -0.33
C 3.0338 -2.0200 4.8732 -0.352 0.277 -0.011 -0.02
C 4.2394 1.8507 -2.0951 0.078 -0.202 0.408 -0.03
C -3.3834 2.1152 -1.9728 -0.027 0.343 -0.015 -0.63
C 3.8094 -3.4615 1.2396 -0.517 0.727 -0.488 -0.08
C -5.1185 -5.9616 5.4177 0.021 -0.308 0.123 -0.05
C -5.3197 -3.7383 4.8172 0.263 0.035 -0.362 -0.63
C -4.1092 1.1519 -9.0183 -0.162 0.112 -0.251 -0.05
C -1.4885 3.3744 -1.6299 0.498 0.190 0.100 -0.03
C 2.9182 -2.1942 0.9731 -0.301 -0.416 -0.187 -0.30
C -1.6913 -3.5040 1.0916 0.314 1.520 0.195 -0.11
C 3.2927 2.7308 -4.0150 0.446 -0.067 0.107 -0.65
C 4.3639 -3.1449 6.4213 -0.039 0.571 -0.568 -0.63
C -5.4402 -1.5434 4.0966 -0.022 0.382 -0.088 -0.04
C -1.1417 -2.0315 1.0748 0.437 -0.748 0.237 -0.42
C 2.2634 6.6298 2.0701 -0.064 0.048 0.366 -0.04
C 5.7949 -4.1774 7.9195 0.147 -0.111 0.151 -0.06
C -5.3382 0.9300 -2.3301 -0.238 -0.225 -0.024 -0.04
C -2.1667 -0.5199 -5.1662 0.121 -0.168 0.436 -0.02
C 3.6819 5.9454 -2.2792 0.163 -0.082 -0.309 -0.03
C 3.0379 6.3167 -0.0873 -0.348 -0.193 -0.046 -0.63
H -1.6332 -1.7358 -0.9956 0.283 0.066 0.216 0.06
H -6.1937 -6.1038 5.5263 0.025 0.102 0.099 0.09
H 3.4749 -1.4007 0.4271 -0.065 -0.228 0.254 0.09
H 3.5978 -3.7987 2.2616 0.354 -0.044 -0.251 0.05
H -2.6352 -1.5003 -5.2453 -0.114 0.099 -0.019 0.10
H 4.0261 6.9683 -2.4299 0.083 -0.041 0.122 0.10
H 0.4689 -2.9681 2.2656 -0.260 0.280 -0.188 0.09
H -1.1649 -0.6444 -4.7640 0.043 0.124 -0.176 0.10
H -4.8955 0.2913 -3.0940 0.061 -0.031 0.105 0.09
H -6.3773 1.1180 -2.5905 0.072 0.194 -0.014 0.09
H -6.5284 -1.5081 4.1503 0.036 -0.046 0.139 0.09
H 3.7342 0.8918 -2.1982 -0.121 0.112 0.022 0.10
H 5.1374 -4.0064 8.7718 -0.084 -0.104 -0.073 0.09
H 3.1205 -1.2098 4.1601 0.185 -0.098 -0.040 0.08
H -2.7329 0.1220 -4.4929 -0.056 -0.070 -0.046 0.08
H 3.6771 2.5064 -1.4310 -0.118 -0.084 -0.086 0.10
H 6.8281 -4.1080 8.2539 0.008 0.143 -0.129 0.09
H 2.7580 -2.9211 4.3347 0.001 0.021 0.076 0.08
H -4.6646 -5.7341 6.3816 -0.123 0.062 0.010 0.10
H 2.8245 4.0861 -6.8933 0.183 -0.037 0.091 0.09
H -0.4906 -1.7409 3.1268 0.061 -0.216 -0.278 0.07
H -1.3262 2.9762 -0.6292 0.018 -0.135 -0.104 0.10
H 5.2259 1.6833 -1.6700 0.054 0.091 -0.195 0.09
H -5.3017 0.4414 -1.3569 0.140 -0.048 -0.064 0.10
H -0.8687 -4.2088 0.9066 -0.337 0.095 -0.225 0.06
H -0.5098 -0.5208 -0.3997 0.354 -0.363 0.111 0.06
H 3.5013 -4.2400 0.5208 0.108 0.106 0.401 0.05
H -3.7780 1.6045 -9.9502 0.183 -0.029 0.087 0.09
H 2.2681 -1.7618 5.6063 0.076 -0.183 0.073 0.10
H 4.8756 -3.2761 1.0458 -0.196 -0.048 0.471 0.05
H 1.8854 2.7425 -6.2245 -0.069 0.044 0.132 0.10
H -2.0532 -3.6626 2.1197 -0.184 -0.301 -0.436 0.06
H -4.7517 1.8581 -8.4933 -0.050 -0.128 0.049 0.10
H -4.9988 -1.1427 5.0082 -0.102 -0.070 0.041 0.10
H -1.1682 4.4136 -1.6490 -0.229 0.036 -0.057 0.09
H 3.2549 5.5811 -3.2111 -0.187 -0.034 0.132 0.09
H -0.9051 2.8159 -2.3612 -0.028 -0.101 0.119 0.10
H -2.4929 -3.5483 0.3392 0.093 -0.533 0.335 0.06
H 4.5136 5.2987 -2.0014 0.034 0.118 0.051 0.10
H 5.6265 -5.1702 7.5025 -0.137 0.022 0.063 0.09
H 3.0389 6.0083 2.5157 0.064 0.090 -0.069 0.10
H 2.1057 -2.5090 0.2972 0.121 0.211 0.176 0.08
H 1.8276 4.3573 -5.4548 -0.064 -0.132 0.048 0.09
H -1.9820 -1.3994 1.4184 0.311 -0.027 -0.218 0.11
H -4.6552 0.2370 -9.2465 -0.061 0.040 0.127 0.10
H 0.0448 -2.2140 -0.7934 0.056 0.359 0.368 0.06
H 1.3444 6.5027 2.6366 -0.063 -0.083 -0.189 0.09
H -5.1099 -0.9412 3.2540 0.105 -0.190 -0.050 0.09
H -4.6801 -6.8786 5.0314 0.062 0.131 -0.152 0.09
H 2.5524 7.6802 2.0983 0.124 -0.064 -0.037 0.10
```
Forces are in eV/Å.

Entry 2:
Here is C26H33NOP2Tl as an isolated structure at a distorted geometry from OMol25. Energies are from the ωB97M-V functional and the def2-TZVPD basis.

Summary:
Total charge: +1
Frontier orbital gap (alpha / beta) in eV: 5.621 / 5.621
F_max in eV/A: 4.6
DFT total energy in hartree: -1995.383261
E_HOMO (alpha / beta) in eV: -8.9284 / -8.9277

```
64
Properties=species:S:1:pos:R:3:forces:R:3:lowdin_charge:R:1
Tl -1.6550 -0.4064 0.1347 -0.043 -1.363 0.564 0.88
P 1.1308 0.5256 1.7196 0.611 -0.970 0.846 0.87
P 1.0193 0.9667 -1.5244 0.071 0.070 -0.929 0.90
O -4.0701 0.7923 -3.2204 2.309 -1.775 3.272 0.05
N 0.6082 -1.9044 0.0318 0.988 1.606 -0.682 -0.07
C 0.1338 1.5594 -0.0714 -2.317 0.856 -0.211 -0.55
C -3.4509 0.3267 -2.3568 -2.401 1.831 -3.505 -0.01
C -0.2650 -3.8175 1.1890 0.120 0.210 0.495 -0.18
C -0.9492 -4.3477 -0.0425 0.140 -0.751 -0.368 -0.09
C -0.9459 4.6670 0.7498 0.320 0.324 0.242 -0.04
C 2.3984 2.1441 -1.6115 0.125 0.260 0.029 -0.17
C 0.4099 -2.5139 -1.1835 -0.763 0.210 0.418 -0.27
C 0.9906 -1.8919 -2.3187 -0.645 -0.460 0.815 -0.23
C 0.2623 -4.1046 3.5062 0.521 0.283 0.522 -0.08
C -0.8473 2.3536 0.1116 2.831 -1.091 -0.538 -0.14
C -0.4361 -3.6434 -1.2863 -0.054 -0.108 -0.440 -0.17
C -0.0041 1.2123 -2.9860 -0.234 0.548 0.049 -0.16
C 1.1978 -3.0550 3.4649 -0.268 0.100 -0.257 -0.05
C -1.7658 3.4941 0.2372 -0.541 -0.307 -0.180 -0.64
C -2.9204 3.2391 1.2124 -0.190 0.126 0.211 -0.04
C -2.3343 3.8910 -1.1294 -0.209 0.267 -0.191 -0.04
C 0.6000 -2.6984 1.1434 -0.861 -0.091 1.123 -0.25
C 2.1386 -0.9830 2.2141 0.091 -0.113 -0.079 -0.26
C 0.8137 -2.5426 -3.5326 -0.389 -0.126 -0.796 -0.05
C 2.3390 1.8828 1.9383 0.142 0.263 0.207 -0.24
C -0.4784 -4.4541 2.3943 0.237 0.084 -0.061 -0.05
C 1.8013 -0.6376 -2.0920 0.517 -0.591 0.484 -0.21
C -0.0991 -3.6072 -3.6597 0.204 0.042 -0.415 -0.08
C 1.3340 -2.2810 2.3104 -0.697 -0.080 -1.077 -0.21
C -0.7477 -4.1280 -2.5475 0.012 0.104 0.384 -0.04
C 0.1200 0.6578 3.2284 -0.297 0.318 0.090 -0.23
H -2.5490 3.0133 2.2230 -0.132 -0.043 -0.311 0.09
H -0.4148 -0.2879 3.4042 0.211 0.254 -0.062 0.05
H 2.9448 -1.0220 1.4540 -0.305 -0.247 0.362 0.09
H -1.5237 4.1326 -1.8314 -0.238 -0.138 0.111 0.09
H -0.1104 4.8711 0.0750 0.035 0.017 0.178 0.09
H 2.6385 -0.8138 -1.4088 -0.115 -0.119 0.071 0.10
H -0.3122 -4.0619 -4.6301 0.309 0.299 0.219 0.11
H 1.8103 -2.8269 4.3370 -0.251 -0.019 -0.081 0.11
H -3.4958 4.1739 1.2713 0.006 -0.305 0.064 0.10
H 2.1508 3.1108 -1.1287 0.006 -0.621 -0.337 0.07
H -2.9331 4.8025 -0.9887 0.063 -0.240 -0.173 0.10
H -0.6088 1.4825 3.1743 0.254 -0.210 0.071 0.04
H 0.7298 1.5188 -3.7346 -0.298 -0.016 -0.252 0.07
H -1.5798 5.5588 0.7755 0.064 -0.109 0.020 0.10
H -0.4460 0.2621 -3.2943 0.046 0.009 0.086 0.06
H -2.0660 -4.4222 0.0333 0.762 0.539 -0.037 0.14
H 3.1905 1.7584 1.2414 -0.357 0.020 0.450 0.04
H -1.5057 -4.9205 -2.6103 0.492 0.221 -0.259 0.13
H 3.2860 1.7238 -1.1125 -0.278 0.120 -0.272 0.06
H -1.2434 -5.2214 2.4254 0.164 -0.177 0.214 0.12
H 0.8289 0.8337 4.0551 -0.452 -0.019 -0.144 0.06
H 2.2376 -0.3356 -3.0539 -0.080 0.282 0.110 0.11
H -0.5857 4.4740 1.7638 0.112 0.073 -0.134 0.09
H -3.6036 2.4456 0.8737 0.265 0.163 0.110 0.08
H -2.9899 3.1193 -1.5544 0.221 0.140 0.064 0.07
H 2.5837 -0.7331 3.1938 -0.029 -0.159 -0.339 0.09
H 2.6986 1.8709 2.9873 -0.013 0.180 -0.624 0.06
H -0.6520 -5.4308 -0.1260 -0.216 0.851 -0.015 0.14
H 2.6016 2.3042 -2.6797 0.217 0.005 0.354 0.07
H 1.8477 2.8523 1.7085 0.297 -0.543 0.256 0.05
H 1.3928 -2.2518 -4.4137 -0.337 0.163 0.180 0.12
H -0.7756 1.9791 -2.8784 0.205 -0.072 0.013 0.05
H 0.1252 -4.6553 4.4257 0.042 0.023 0.086 0.10
```
Forces are in eV/Å.

Entry 3:
Here is the molecule C25H35N5O4 from OMol25. Energies are from the ωB97M-V functional and the def2-TZVPD basis.

Summary:
Total charge: 0
Frontier orbital gap in eV: 8.964
F_max in eV/A: 0.7
SMILES string: CCCCn1c(N)c(N(CC(C)C)C(=O)[C@@H]2CC(=O)N(CCc3ccccc3)C2)c(=O)[nH]c1=O
DFT total energy in hartree: -1548.515190
E_HOMO in eV: -8.6783

```
69
Properties=species:S:1:pos:R:3:forces:R:3:lowdin_charge:R:1
O 1.8161 -4.5638 -1.8327 0.181 -0.270 0.009 0.08
O -2.2832 0.5938 4.2879 -0.233 0.129 0.381 0.07
O -1.5164 2.0432 -0.3784 -0.026 0.300 0.115 0.07
O 2.2159 -0.3432 -0.2741 0.129 0.146 0.021 0.08
N -0.3733 0.3894 -1.3892 0.264 -0.460 -0.514 0.00
N -1.7592 -1.7037 -2.4749 0.064 -0.223 0.035 0.20
N -0.0018 -3.2057 -2.0541 -0.102 -0.029 -0.136 0.06
N 1.9636 -2.4439 -1.0732 0.446 0.029 0.198 0.22
N -0.2883 0.7896 3.2042 0.215 -0.012 -0.076 -0.04
C -0.7734 -4.3198 -2.5872 -0.301 -0.422 -0.050 -0.13
C -2.1351 0.3962 1.8562 -0.058 0.043 -0.043 -0.02
C -0.5259 -1.9434 -1.9552 0.251 0.581 0.180 -0.21
C 0.2447 0.7932 1.8633 0.435 0.034 -0.228 -0.08
C 1.1605 1.7056 -2.8585 -0.164 0.123 0.045 -0.40
C 0.4371 3.5780 3.4692 -0.058 0.124 0.159 -0.25
C 0.1974 -0.9118 -1.3961 -0.174 0.131 0.044 -0.12
C -0.9585 0.9665 -0.3071 -0.292 -0.357 0.436 -0.41
C -1.8096 -4.8572 -1.5928 0.212 0.092 0.131 -0.18
C 0.4975 1.2294 4.3307 -0.179 0.087 0.366 -0.12
C -1.1979 -5.3848 -0.2932 -0.062 -0.121 -0.178 -0.25
C -0.4630 4.6899 1.5299 -0.025 0.024 -0.078 -0.08
C -1.6214 0.6004 3.2727 -0.179 -0.308 -0.354 -0.47
C -0.3385 -6.6273 -0.4916 -0.030 0.165 0.066 -0.10
C 1.5129 -1.1366 -0.8646 -0.313 -0.330 -0.214 -0.40
C 1.3056 -3.4816 -1.6640 0.042 0.210 0.018 -0.47
C 1.9034 4.6753 1.9053 0.109 -0.012 -0.037 -0.08
C -0.2537 1.1600 -2.6205 0.208 0.302 -0.211 -0.12
C 0.2357 2.7077 4.6761 0.069 -0.218 -0.115 -0.12
C 1.6095 2.5773 -1.6897 -0.028 -0.232 -0.083 -0.06
C 0.8151 5.0432 1.1320 -0.016 0.066 -0.089 -0.10
C 1.1685 2.4950 -4.1652 0.036 -0.279 0.179 -0.08
C -0.8845 0.1935 1.0013 -0.139 0.141 0.039 -0.16
C -0.6491 3.9651 2.6936 0.063 -0.005 0.071 -0.05
C 1.7151 3.9461 3.0657 -0.050 -0.007 0.012 -0.05
H -0.7913 2.7951 5.0329 0.038 0.004 0.059 0.11
H -1.3151 4.9672 0.9283 -0.075 0.010 -0.067 0.11
H 1.1625 0.2031 1.8061 -0.105 0.096 0.000 0.12
H -2.3887 -2.4637 -2.6568 0.013 0.010 0.020 0.09
H -0.9524 1.9953 -2.5319 0.043 -0.087 -0.130 0.13
H 2.5431 3.0792 -1.9316 0.131 0.079 0.004 0.08
H -1.2491 -4.0161 -3.5238 0.101 -0.014 0.023 0.13
H 0.5679 -6.3910 -1.0416 0.068 -0.067 -0.051 0.05
H 0.8564 3.3274 -1.4611 -0.093 0.157 0.025 0.08
H -0.5493 0.5260 -3.4629 -0.036 0.035 0.029 0.12
H 0.4734 1.8142 1.5366 0.042 -0.091 -0.018 0.12
H 1.7731 1.9674 -0.8054 0.018 0.040 0.123 0.06
H -0.7007 -0.8678 0.8229 -0.009 0.126 0.074 0.14
H 0.9646 5.6063 0.2225 0.006 0.046 -0.077 0.10
H 0.9134 2.9985 5.4808 -0.036 0.020 0.051 0.12
H -2.1725 -0.8192 -2.2265 0.014 -0.002 -0.017 0.12
H 2.1705 2.8563 -4.3812 0.085 0.069 -0.063 0.08
H 0.5031 3.3521 -4.0906 -0.089 0.145 -0.022 0.08
H -0.5986 -4.5996 0.1739 -0.055 0.055 0.103 0.10
H -0.0484 -5.1040 -2.8118 -0.133 0.175 -0.085 0.12
H -2.5346 -4.0795 -1.3378 -0.075 -0.020 -0.067 0.10
H 1.8521 0.8603 -2.9505 -0.015 -0.007 -0.020 0.13
H 2.5677 3.6542 3.6632 0.098 -0.032 0.073 0.11
H -2.8427 -0.4298 1.8057 0.000 0.019 0.078 0.13
H -2.3517 -5.6652 -2.0881 -0.080 0.014 -0.039 0.12
H 2.9073 -2.6444 -0.7603 -0.181 0.006 -0.059 0.17
H -1.6466 3.6842 3.0000 -0.125 -0.041 0.052 0.12
H -0.0475 -7.0334 0.4737 0.061 -0.104 0.058 0.07
H -2.6459 1.3135 1.5498 -0.003 -0.049 0.048 0.13
H 2.9021 4.9516 1.5997 0.081 0.029 -0.026 0.10
H -2.0165 -5.6209 0.3906 0.035 0.102 0.044 0.11
H 0.8412 1.8747 -4.9974 -0.042 -0.016 -0.154 0.07
H 0.2285 0.6112 5.1924 0.120 0.022 -0.063 0.13
H 1.5505 1.0738 4.0864 -0.041 -0.026 0.040 0.13
H -0.8917 -7.3925 -1.0318 -0.054 -0.144 -0.047 0.08
```
Forces are in eV/Å.

Entry 4:
Here is the molecule C4H8O at a distorted geometry from OMol25. Energies are from the ωB97M-V functional and the def2-TZVPD basis.

Summary:
Total charge: 0
Frontier orbital gap in eV: 10.372
F_max in eV/A: 4.4
SMILES string: CC1(O)CC1
DFT total energy in hartree: -232.375104
E_HOMO in eV: -9.4135

```
13
Properties=species:S:1:pos:R:3:forces:R:3:lowdin_charge:R:1
O -0.9065 -1.5579 0.1329 -0.934 -0.032 -0.908 -0.02
C 1.1255 -0.2130 -0.7333 -0.476 -0.797 0.685 -0.06
C -1.0352 0.9236 0.0643 -2.133 0.372 -3.830 -0.05
C -0.2219 -0.3366 0.0561 1.955 -0.221 -0.448 -0.59
C 1.0828 -0.2089 0.7739 0.081 -0.081 1.888 -0.12
H 1.6366 -1.0506 -1.2887 -0.884 0.995 0.854 0.12
H -0.5332 1.8948 -0.4331 -1.041 -2.364 1.477 0.13
H -1.9496 0.6166 -0.6635 1.796 1.132 1.244 0.12
H -1.5572 1.1010 0.9830 0.179 0.389 0.751 0.06
H 1.1330 0.6954 1.4151 0.269 -0.107 -1.073 0.11
H 1.2289 0.7782 -1.0853 0.402 0.601 -1.038 0.06
H -1.5705 -1.6669 -0.6113 1.334 0.507 1.162 0.13
H 1.5673 -0.9756 1.3899 -0.549 -0.394 -0.766 0.11
```
Forces are in eV/Å.